Computed, not measured: 3 unconnected molecules or ions with the total composition C4H17N2O2, with the ωB97M-V functional and the def2-TZVPD basis.

HOMO ... -14.351 eV
Energy above the lowest of the compared OMol25 structures with the same formula, charge and spin ... 170.14 kJ/mol
Charge ... +1
Kohn-Sham gap ... 11.32 eV

Structure (XYZ):
```
25
Properties=species:S:1:pos:R:3:forces:R:3
C 0.471 -0.867 1.876 -0.012 0.827 0.915
N 0.626 0.243 2.871 -0.017 -0.926 -0.531
C 0.939 -0.303 0.546 -1.553 0.012 -1.031
N 0.335 1.106 0.373 1.596 0.390 0.218
C -1.172 1.269 0.414 0.918 0.541 -0.976
C -1.735 1.565 -0.967 -1.041 -0.757 -1.384
H 0.978 -1.786 2.184 0.317 0.142 -0.409
H -0.585 -1.144 1.877 0.011 0.096 -0.284
H 1.575 0.228 3.232 -0.117 0.037 0.226
H -0.009 0.043 3.631 0.139 0.247 0.321
H 2.011 -0.169 0.485 0.210 -0.027 0.033
H 0.577 -0.860 -0.339 0.473 -0.043 0.567
H 0.780 1.642 1.123 -0.470 -0.019 0.410
H 0.757 1.503 -0.467 -0.434 -0.055 -0.213
H -1.435 2.127 1.040 0.355 -0.578 0.434
H -1.441 0.294 0.806 -0.982 0.416 0.072
H -1.763 0.669 -1.610 -0.155 0.067 0.414
H -2.771 1.910 -0.848 0.154 -0.365 0.085
H -1.340 2.312 -1.683 0.681 0.083 1.163
H 1.150 -3.620 -1.454 0.339 0.157 -0.377
H -0.160 -3.067 -1.064 -0.062 0.214 -0.347
O 0.612 -2.831 -1.602 -0.389 -0.363 0.707
H 0.165 -0.746 -3.477 -0.253 -0.785 -0.371
H 0.844 0.474 -3.063 0.201 0.155 -0.796
O 0.590 0.010 -3.883 0.093 0.534 1.155
```
Positions in Å, forces in eV/Å.

Computed, not measured: a single C4H2F2O molecule, with the ωB97M-V functional and the def2-TZVPD basis.

HOMO ... -9.400 eV
Energy above the lowest of the compared OMol25 structures with the same formula, charge and spin ... 91.44 kJ/mol
Kohn-Sham gap ... 10.20 eV
SMILES ... Fc1ccc(F)o1

Structure (XYZ):
```
9
Properties=species:S:1:pos:R:3:forces:R:3
C -1.058 -0.509 -0.039 -0.064 -4.228 -0.510
C -0.776 0.739 -0.141 2.999 2.005 1.844
C 0.732 0.752 0.062 -1.482 -0.326 -0.669
C 1.116 -0.563 0.153 1.247 2.842 -1.903
H -1.509 1.430 0.191 -0.260 1.108 -0.562
H 1.277 1.663 -0.118 0.536 -0.273 0.398
O 0.038 -1.349 0.020 -0.643 -1.240 0.268
F -2.228 -1.130 -0.024 0.666 -0.025 0.159
F 2.408 -1.033 -0.104 -2.999 0.136 0.973
```
Positions in Å, forces in eV/Å.

Computed, not measured: a single C8H10S2 molecule, with the ωB97M-V functional and the def2-TZVPD basis.

HOMO ... -8.560 eV
Energy above the lowest of the compared OMol25 structures with the same formula, charge and spin ... 175.60 kJ/mol
Kohn-Sham gap ... 7.65 eV
SMILES ... C=C[C@@H]1C(=S)/C(=C/C)[C@H]1S

Structure (XYZ):
```
20
Properties=species:S:1:pos:R:3:forces:R:3
C 0.488 0.050 -0.793 0.465 -0.381 -1.706
C 0.979 -1.163 -0.101 0.792 -0.110 1.221
C 0.372 -0.927 2.738 -0.361 0.874 2.636
C 1.003 0.774 -1.817 3.309 -3.230 3.122
C -0.571 -1.453 2.021 0.419 -0.150 -0.314
C -0.805 0.028 -0.049 -1.809 -1.094 0.376
C -0.416 -1.415 0.567 -0.110 0.990 -1.894
C 0.585 2.006 -2.291 -2.419 4.525 -2.348
S 2.481 -1.748 0.270 -1.512 0.457 -0.852
S -2.532 0.208 -0.844 1.582 -0.213 -0.120
H 0.222 -0.746 3.791 -0.015 -0.332 0.352
H 1.217 -0.450 2.375 1.601 0.426 -0.908
H 2.064 0.513 -2.140 -1.539 -0.291 0.348
H -1.446 -1.759 2.545 -0.769 -0.558 -0.256
H -0.861 0.689 0.793 0.237 0.629 0.270
H -0.948 -2.212 0.069 -0.159 -0.188 -0.395
H -0.132 2.616 -1.660 0.664 -1.034 -0.426
H 0.004 1.779 -3.238 0.599 0.713 0.551
H 1.425 2.725 -2.547 -0.882 -1.095 0.113
H -3.131 0.485 0.310 -0.093 0.063 0.230
```
Positions in Å, forces in eV/Å.

Computed, not measured: a molecular structure, C26H43Cl3LuO2P2, with the ωB97M-V functional and the def2-TZVPD basis.

HOMO ... -7.711 eV
Charge ... +1
Kohn-Sham gap ... 4.29 eV

Structure (XYZ):
```
77
Properties=species:S:1:pos:R:3:forces:R:3
Lu 0.130 -0.517 -2.264 1.257 -0.456 4.458
C -0.479 -2.388 -0.494 1.156 0.403 0.131
C 0.917 -2.496 -0.838 -0.619 0.661 0.603
C 0.712 -0.994 0.909 -0.207 -0.757 -0.954
C -0.586 -1.471 0.602 0.968 -0.247 -0.929
C 1.639 -1.585 0.009 -1.303 -0.368 -0.210
C -1.551 -3.283 -0.980 -0.502 -0.659 -0.073
H -1.311 -3.686 -1.976 -0.262 0.139 0.245
H -2.512 -2.747 -1.018 0.061 -0.346 -0.149
H -1.682 -4.154 -0.308 -0.079 0.292 -0.262
C -1.780 -1.303 1.452 -0.671 0.197 0.543
H -2.696 -1.641 0.949 0.133 0.086 0.119
H -1.934 -0.260 1.776 0.011 -0.249 -0.044
H -1.686 -1.907 2.376 -0.088 0.256 -0.329
C 1.087 -0.294 2.154 0.093 0.402 0.502
H 1.242 -1.034 2.962 -0.023 0.297 -0.197
H 0.308 0.403 2.487 0.251 -0.298 -0.019
H 2.025 0.264 2.039 -0.175 -0.029 0.087
C 3.111 -1.480 0.122 0.726 0.225 0.032
H 3.492 -1.958 1.044 -0.166 0.170 -0.332
H 3.425 -0.422 0.149 0.072 -0.369 -0.020
H 3.603 -1.971 -0.727 0.019 0.198 0.212
C 1.520 -3.540 -1.709 0.238 -0.530 -0.348
H 1.743 -4.482 -1.169 -0.088 0.450 -0.098
H 2.469 -3.172 -2.128 -0.280 -0.328 -0.111
H 0.830 -3.811 -2.525 0.398 0.061 0.072
C -1.638 0.544 -5.371 -0.646 -0.809 -0.063
C -2.081 -0.659 -4.945 -0.654 0.394 -1.016
C -1.497 -2.023 -5.206 0.543 -0.792 0.119
C 0.071 -2.054 -5.317 -0.381 -0.327 -0.162
C 0.718 -1.207 -4.245 -0.357 -2.870 0.381
C 0.834 0.209 -4.142 -0.007 3.675 0.196
C 0.779 1.157 -5.312 0.783 -0.106 -0.176
C -0.437 0.839 -6.221 0.440 0.151 0.007
H -2.002 -2.558 -6.043 0.250 0.559 0.161
H 0.398 -1.839 -6.346 -0.107 0.091 0.261
H -1.758 -2.639 -4.321 0.202 0.229 -0.308
H -0.182 -0.010 -6.864 -0.213 0.272 0.187
H -2.237 1.428 -5.121 -0.010 -0.227 0.030
H -3.047 -0.685 -4.401 0.562 0.041 -0.585
H -0.662 1.693 -6.886 0.141 -0.335 0.258
H 0.775 2.213 -4.994 -0.205 -0.193 0.104
H 1.508 0.590 -3.279 0.324 -0.455 -1.608
H 1.715 1.093 -5.873 -0.031 -0.035 -0.555
H 0.410 -3.096 -5.155 -0.319 0.436 -0.039
H 1.399 -1.794 -3.598 0.469 -0.022 -0.839
P -2.330 2.142 -2.175 1.464 -1.015 0.917
P 1.817 2.462 -1.697 -0.129 -2.120 0.977
C -0.946 3.065 -2.965 -0.030 0.463 -0.913
C 0.388 3.526 -2.251 0.234 0.744 -0.114
H -1.449 4.024 -3.288 0.263 -0.776 0.438
H -0.756 2.532 -3.933 -0.049 0.128 0.970
H 0.925 4.191 -2.953 -0.857 0.220 0.089
H 0.112 4.120 -1.362 0.134 -0.018 -0.428
C 2.497 3.330 -0.221 -0.070 0.469 -0.107
H 3.248 2.668 0.251 -0.393 0.277 -0.298
H 1.712 3.541 0.518 0.326 -0.026 -0.261
H 2.997 4.271 -0.528 -0.283 -0.416 0.295
C 3.283 2.630 -2.791 -0.284 -0.021 -0.538
H 3.335 3.634 -3.223 0.244 -0.118 -0.063
H 3.214 1.869 -3.584 0.035 0.424 0.070
H 4.214 2.409 -2.230 -0.680 0.225 -0.053
C -3.928 2.497 -2.834 -0.492 0.463 0.083
H -4.579 1.645 -2.598 0.137 0.287 -0.076
H -3.858 2.607 -3.920 -0.080 0.094 0.143
H -4.339 3.392 -2.355 0.078 -0.011 -0.319
C -2.287 0.314 -2.200 0.023 -0.621 -0.306
H -1.942 -0.295 -1.318 -0.262 0.966 0.121
H -1.685 0.005 -3.135 -1.436 0.765 0.564
H -3.335 -0.048 -2.352 0.975 0.316 -0.018
Cl -2.868 2.541 2.408 0.614 0.360 -0.206
C -1.427 3.145 1.523 -0.038 0.303 0.316
Cl -1.585 4.885 1.088 -0.139 -0.628 0.105
Cl 0.071 2.964 2.452 -0.823 -0.017 -0.187
C -1.383 2.326 0.230 2.252 -1.718 -1.125
O -2.408 2.643 -0.613 -0.192 -0.031 -0.194
O -0.514 1.512 -0.085 -2.249 2.154 0.833
```
Positions in Å, forces in eV/Å.

Computed, not measured: a molecular structure, C19H44GdNOP2S, with the ωB97M-V functional and the def2-TZVPD basis.

HOMO (spin up / spin down) ... -15.040 / -15.153 eV
Energy above the lowest of the compared OMol25 structures with the same formula, charge and spin ... 50.65 kJ/mol
Spin multiplicity ... 8
Charge ... +2
Kohn-Sham gap (spin up / spin down) ... 8.24 / 8.81 eV

Structure (XYZ):
```
69
Properties=species:S:1:pos:R:3:forces:R:3
Gd 0.615 0.185 -0.296 2.137 2.359 1.862
P -1.256 1.685 -1.675 0.080 0.842 -0.607
P 1.105 -2.326 0.763 0.871 -0.464 0.173
N -0.099 -1.211 -1.916 -1.851 -2.077 -1.779
C -1.399 0.602 -3.148 0.050 0.313 -1.315
H -2.435 0.731 -3.531 0.586 -0.127 0.072
H -0.733 1.006 -3.966 -0.585 -0.453 0.988
C -1.146 -0.895 -2.934 0.358 0.569 0.104
H -2.052 -1.345 -2.566 -0.446 -0.294 0.127
H -0.915 -1.361 -3.905 0.014 0.068 0.349
C -0.078 -2.705 -1.830 0.546 0.218 0.322
H 0.141 -3.161 -2.808 -0.084 0.247 0.227
H -1.084 -2.989 -1.558 -0.442 -0.126 0.028
C 0.886 -3.282 -0.785 0.772 -0.904 -0.551
H 1.900 -3.471 -1.245 -1.029 0.361 0.487
H 0.517 -4.284 -0.479 0.216 0.451 -0.309
C 0.246 -3.271 2.076 -0.155 0.011 -0.004
C -0.089 -2.392 3.284 -0.119 -0.161 0.141
H -0.668 -2.996 3.997 0.163 0.248 -0.106
H -0.702 -1.526 3.008 0.149 -0.084 0.085
H 0.817 -2.046 3.796 -0.210 -0.091 -0.081
C 2.985 -2.367 0.949 -0.527 0.002 -0.085
C 3.438 -1.623 2.213 0.265 -0.067 0.042
H 4.544 -1.672 2.261 -0.560 0.093 0.123
H 3.030 -2.093 3.130 0.269 0.268 -0.443
H 3.154 -0.555 2.188 0.107 -0.412 0.049
C -0.222 3.108 -2.366 -0.270 -0.433 0.167
C 0.011 4.193 -1.305 0.087 0.211 -0.133
H 0.647 4.979 -1.755 -0.323 -0.289 0.347
H 0.541 3.803 -0.418 -0.219 0.167 -0.313
H -0.943 4.660 -0.988 0.525 -0.182 -0.143
C -2.963 2.202 -1.255 -0.079 -0.118 0.030
C -3.065 2.708 0.186 -0.268 0.078 0.048
H -4.124 2.914 0.402 0.342 -0.011 0.042
H -2.508 3.644 0.326 -0.157 -0.209 -0.018
H -2.715 1.966 0.913 -0.014 0.175 -0.086
C -1.455 -0.465 0.593 -6.551 -2.558 2.094
O -2.498 -0.864 0.932 4.270 1.661 -1.375
C 3.602 -3.773 0.855 0.124 0.073 0.105
H 3.359 -4.379 1.736 0.193 0.196 -0.370
H 3.300 -4.317 -0.050 0.124 0.126 0.331
H 4.692 -3.647 0.823 -0.188 -0.128 -0.039
C -0.751 3.699 -3.684 0.111 0.138 0.076
H 0.007 4.401 -4.053 -0.189 -0.137 -0.034
H -0.913 2.941 -4.462 0.018 0.298 0.220
H -1.681 4.257 -3.527 0.385 -0.153 -0.146
C -3.591 3.187 -2.236 -0.385 0.101 -0.076
H -4.654 3.282 -1.990 0.117 -0.001 -0.059
H -3.155 4.188 -2.145 -0.060 -0.225 -0.002
H -3.532 2.858 -3.280 0.050 0.095 0.224
C 0.950 -4.553 2.501 -0.105 -0.404 0.200
H 1.853 -4.352 3.087 -0.179 0.008 -0.133
H 0.273 -5.116 3.153 0.081 0.045 -0.081
H 1.203 -5.211 1.661 -0.004 0.187 0.168
H -0.698 -3.550 1.580 0.076 0.073 0.077
H -3.517 1.251 -1.326 0.074 0.110 0.058
H 3.319 -1.798 0.058 -0.094 -0.124 0.274
H 0.743 2.607 -2.586 -0.268 0.168 0.090
H 0.852 -0.777 -2.168 -0.589 -1.130 -1.012
H 1.648 -0.081 -1.744 2.803 0.933 -1.216
C -0.056 3.183 2.393 -0.063 0.719 0.459
S 0.757 1.659 2.056 0.071 -0.562 -0.582
C 1.223 1.091 3.666 0.227 0.195 0.678
H -0.537 3.583 1.506 0.051 -0.156 -0.066
H 0.700 3.882 2.735 -0.046 0.264 0.082
H -0.795 3.031 3.170 -0.182 0.031 0.086
H 1.978 1.777 4.041 0.059 -0.068 0.208
H 0.353 1.104 4.317 -0.047 -0.066 0.082
H 1.638 0.085 3.628 -0.085 0.113 -0.162
```
Positions in Å, forces in eV/Å.

no.,maximum force (eV/Å)
1,1.89
2,4.26
3,5.64
4,4.65
5,7.34